1.
Here is a molecular structure, C50H54N6PbSSb2Se2 from the OMol25 dataset. Energies are from wB97M-V/def2-TZVPD.

Results
- E: -221483.1864 eV
- LUMO level: -10.62 eV
- Kohn-Sham gap: 6.6 eV
- Charge: +4

Positions of all 116 atoms, in Å:
Pb  -1.820  0.491  -0.194
C  -1.720  1.002  -3.826
N  -1.438  -0.149  -2.963
C  -2.145  -1.381  -3.332
C  -2.988  -1.921  -2.223
N  -2.846  -1.645  -0.941
C  -3.759  -2.488  -0.277
C  -3.985  -2.703  1.081
C  -4.916  -3.658  1.433
C  -5.614  -4.399  0.465
C  -5.383  -4.217  -0.882
C  -4.437  -3.255  -1.221
N  -3.921  -2.860  -2.448
C  -2.394  2.116  -3.089
N  -2.623  2.150  -1.792
C  -3.215  3.402  -1.542
C  -3.632  4.003  -0.356
C  -4.177  5.269  -0.436
C  -4.311  5.937  -1.664
C  -3.891  5.360  -2.845
C  -3.339  4.088  -2.749
N  -2.802  3.236  -3.708
H  -2.341  0.711  -4.676
H  -0.793  1.388  -4.256
H  -0.445  -0.333  -2.984
H  -1.428  -2.158  -3.613
H  -2.775  -1.220  -4.209
H  -3.439  -2.141  1.826
H  -5.119  -3.849  2.479
H  -6.340  -5.134  0.784
H  -5.907  -4.797  -1.630
H  -4.189  -3.222  -3.351
H  -3.525  3.504  0.597
H  -4.517  5.763  0.465
H  -4.750  6.924  -1.683
H  -3.992  5.873  -3.792
H  -2.773  3.407  -4.702
C  -5.831  1.718  0.629
Se  -4.362  0.617  1.275
C  -3.776  1.620  2.862
C  -3.208  0.659  3.888
Se  -1.692  -0.412  3.232
C  -2.096  -2.009  4.273
H  -5.577  2.770  0.618
H  -6.677  1.523  1.283
H  -6.059  1.374  -0.378
H  -4.672  2.096  3.261
H  -3.065  2.392  2.573
H  -3.966  -0.066  4.181
H  -2.883  1.201  4.775
H  -3.057  -2.428  3.984
H  -2.099  -1.745  5.327
H  -1.307  -2.735  4.090
C  2.385  -1.892  2.380
C  3.360  -0.852  2.921
C  3.091  0.542  2.344
Sb  3.385  0.557  0.231
C  2.245  2.049  -0.689
C  1.736  1.902  -1.978
C  1.173  3.002  -2.610
C  1.135  4.235  -1.970
C  1.653  4.375  -0.690
C  2.210  3.281  -0.043
C  5.401  0.919  -0.150
C  6.390  0.255  0.574
C  7.705  0.666  0.433
C  8.021  1.717  -0.422
C  7.029  2.364  -1.146
C  5.706  1.968  -1.015
Sb  2.630  -2.150  0.275
C  4.492  -3.036  -0.045
C  5.382  -2.519  -0.982
C  6.604  -3.150  -1.169
C  6.921  -4.282  -0.429
C  6.021  -4.800  0.495
C  4.794  -4.185  0.687
C  1.088  -3.425  -0.331
C  -0.144  -3.432  0.317
C  -1.013  -4.486  0.070
C  -0.659  -5.492  -0.821
C  0.564  -5.459  -1.480
C  1.449  -4.419  -1.239
H  1.351  -1.579  2.552
H  2.515  -2.882  2.818
H  4.393  -1.162  2.740
H  3.251  -0.795  4.006
H  3.753  1.302  2.758
H  2.054  0.847  2.501
H  1.818  0.957  -2.504
H  0.803  2.916  -3.623
H  0.724  5.096  -2.480
H  1.639  5.338  -0.198
H  2.618  3.407  0.954
H  6.158  -0.578  1.227
H  8.485  0.167  0.992
H  9.051  2.031  -0.524
H  7.283  3.176  -1.813
H  4.934  2.476  -1.582
H  5.140  -1.644  -1.575
H  7.303  -2.761  -1.896
H  7.874  -4.772  -0.580
H  6.272  -5.687  1.061
H  4.093  -4.606  1.400
H  -0.426  -2.655  1.021
H  -1.965  -4.527  0.582
H  -1.338  -6.317  -0.994
H  0.838  -6.249  -2.166
H  2.415  -4.409  -1.732
S  -0.105  4.239  3.897
C  -0.727  4.723  2.385
C  -0.802  3.650  1.554
N  -0.388  2.454  2.091
C  0.012  2.639  3.323
H  -0.997  5.748  2.184
H  -1.129  3.696  0.526
H  0.359  1.841  3.964

Atomic partial charges in e from the Mulliken method, atoms 1 to 5: number 1, Pb, carries 0.53; number 2, C, carries -1.32; number 3, N, carries 0.19; number 4, C, carries -1.39; number 5, C, carries 0.42

---

2.
Here is a molecular structure, C50H56AsBrIrN6S5Si2 at a distorted geometry from the OMol25 dataset. Energies are from wB97M-V/def2-TZVPD.

Results
- E: -265334.9124 eV
- 2S+1: 2
- LUMO level (alpha / beta): -4.81 / -5.78 eV
- Kohn-Sham gap (alpha / beta): 7.6 / 6.8 eV
- ⟨S²⟩: 0.756
- Charge: +2
- Energy relative to the best compared isomer or geometry (same formula, charge and spin): 136.9 kJ/mol

Positions of all 122 atoms, in Å:
Ir  -0.292  0.105  0.110
C  0.207  1.933  3.475
C  -0.959  1.033  3.358
N  -1.287  0.347  2.305
C  -2.371  -0.462  2.522
C  -2.908  -0.347  3.774
S  -2.016  0.770  4.712
C  -2.784  -1.419  1.515
C  -3.821  -2.307  1.603
S  -3.855  -3.342  0.238
C  -2.458  -2.510  -0.389
N  -2.042  -1.552  0.374
C  -1.849  -2.886  -1.683
H  1.033  1.517  2.905
H  0.502  2.054  4.513
H  -0.009  2.919  3.063
H  -3.746  -0.866  4.192
H  -4.552  -2.400  2.379
H  -2.597  -2.916  -2.475
H  -1.396  -3.874  -1.616
H  -1.076  -2.157  -1.924
N  0.172  -0.473  -1.863
S  1.171  -0.672  -2.935
N  2.746  -0.907  -2.594
S  3.557  -1.054  -1.272
N  3.078  -2.109  -0.251
S  2.049  -2.119  1.052
N  1.160  -0.985  1.346
C  3.200  -2.353  2.426
C  3.133  -1.458  3.479
C  4.049  -1.557  4.513
C  5.021  -2.546  4.478
C  5.057  -3.457  3.432
C  4.140  -3.367  2.396
C  1.304  -3.749  0.837
C  1.295  -4.384  -0.388
C  0.744  -5.653  -0.486
C  0.210  -6.266  0.636
C  0.213  -5.611  1.859
C  0.762  -4.344  1.962
C  5.165  -1.591  -1.841
C  5.698  -0.981  -2.967
C  7.027  -1.198  -3.284
C  7.807  -2.017  -2.484
C  7.250  -2.658  -1.388
C  5.924  -2.438  -1.056
C  4.065  0.534  -0.594
C  4.176  1.621  -1.441
C  4.709  2.799  -0.948
C  5.120  2.876  0.373
C  5.001  1.781  1.212
C  4.478  0.593  0.724
C  1.274  0.658  -4.140
C  2.001  0.427  -5.293
C  2.027  1.405  -6.273
C  1.330  2.590  -6.085
C  0.635  2.820  -4.908
C  0.603  1.846  -3.923
C  0.771  -2.103  -3.960
C  1.547  -3.246  -3.964
C  1.142  -4.335  -4.722
C  -0.030  -4.275  -5.459
C  -0.805  -3.124  -5.446
C  -0.404  -2.035  -4.693
H  2.365  -0.701  3.465
H  4.007  -0.866  5.341
H  5.750  -2.609  5.270
H  5.800  -4.241  3.425
H  4.144  -4.070  1.578
H  1.730  -3.892  -1.243
H  0.750  -6.168  -1.435
H  -0.203  -7.259  0.560
H  -0.194  -6.093  2.733
H  0.787  -3.821  2.906
H  5.073  -0.343  -3.571
H  7.456  -0.715  -4.147
H  8.852  -2.154  -2.714
H  7.854  -3.315  -0.785
H  5.474  -2.906  -0.195
H  3.844  1.548  -2.464
H  4.796  3.654  -1.598
H  5.540  3.796  0.744
H  5.316  1.845  2.242
H  4.379  -0.276  1.355
H  2.525  -0.508  -5.423
H  2.576  1.237  -7.185
H  1.327  3.337  -6.862
H  0.109  3.749  -4.761
H  0.058  1.987  -2.999
H  2.470  -3.268  -3.405
H  1.735  -5.237  -4.731
H  -0.335  -5.122  -6.051
H  -1.728  -3.086  -6.006
H  -0.993  -1.130  -4.669
C  -4.115  -0.072  -2.153
Si  -3.778  1.800  -2.210
C  -5.345  2.781  -1.732
C  -3.151  2.237  -3.966
As  -2.097  2.193  -0.558
Si  -2.016  4.617  -0.290
C  -0.352  5.261  0.377
C  -3.449  5.018  0.912
C  -2.293  5.374  -2.028
H  -4.862  -0.380  -2.878
H  -4.467  -0.377  -1.171
H  -3.195  -0.608  -2.364
H  -6.177  2.529  -2.382
H  -5.188  3.852  -1.805
H  -5.646  2.554  -0.712
H  -3.934  2.068  -4.700
H  -2.299  1.619  -4.240
H  -2.847  3.275  -4.048
H  -0.081  4.807  1.325
H  -0.399  6.336  0.525
H  0.460  5.050  -0.314
H  -3.324  4.482  1.850
H  -4.411  4.739  0.493
H  -3.486  6.079  1.141
H  -1.543  5.015  -2.728
H  -2.201  6.454  -1.972
H  -3.275  5.151  -2.435
Br  1.237  2.176  -0.011

Atomic partial charges in e from the Mulliken method, atoms 1 to 5: number 1, Ir, carries 3.29; number 2, C, carries -0.80; number 3, C, carries 0.17; number 4, N, carries 0.57; number 5, C, carries -0.17

---

3.
Here is a molecular structure, C50H56Cl3MgNO3P2SSb from the OMol25 dataset. Energies are from wB97M-V/def2-TZVPD.

Results
- E: -139360.4748 eV
- LUMO level: 2.21 eV
- Kohn-Sham gap: 6.5 eV
- Charge: -1
- Energy relative to the best compared isomer or geometry (same formula, charge and spin): 35.8 kJ/mol

Positions of all 118 atoms, in Å:
Mg  0.313  0.640  1.003
Cl  7.222  0.468  3.510
C  5.729  0.546  2.607
C  4.612  -0.128  3.062
C  3.460  -0.087  2.306
Cl  2.031  -0.853  2.908
C  3.341  0.574  1.060
O  2.261  0.490  0.320
C  4.484  1.335  0.724
Cl  4.426  2.436  -0.620
C  5.660  1.304  1.457
H  4.633  -0.681  3.991
H  6.505  1.895  1.134
O  -1.558  1.987  4.322
C  -1.120  0.991  3.759
O  -0.375  0.967  2.725
C  -1.509  -0.370  4.350
P  -1.283  -1.818  3.232
C  -2.777  -1.730  2.183
C  -3.183  -2.861  1.471
C  -4.212  -2.791  0.548
C  -4.845  -1.578  0.302
C  -4.437  -0.443  0.984
C  -3.407  -0.515  1.916
C  -1.705  -3.151  4.436
C  -2.985  -3.633  4.700
C  -3.188  -4.633  5.642
C  -2.114  -5.165  6.343
C  -0.833  -4.689  6.096
C  -0.634  -3.699  5.144
H  -2.532  -0.299  4.723
H  -0.852  -0.543  5.208
H  -2.675  -3.806  1.636
H  -4.510  -3.679  0.004
H  -5.641  -1.516  -0.430
H  -4.910  0.511  0.788
H  -3.094  0.389  2.422
H  -3.834  -3.219  4.170
H  -4.191  -4.996  5.832
H  -2.274  -5.945  7.076
H  0.012  -5.097  6.636
H  0.371  -3.341  4.941
C  1.155  3.197  -2.486
C  0.094  4.153  -1.921
C  -0.431  5.040  -3.052
C  0.839  5.035  -0.905
P  -1.160  3.093  -0.924
N  -0.456  2.014  -0.113
C  -2.157  4.286  0.181
C  -3.411  3.533  0.653
C  -2.598  5.614  -0.439
C  -1.323  4.546  1.447
C  -2.387  2.349  -2.200
C  -3.353  3.301  -2.910
C  -1.526  1.637  -3.253
C  -3.197  1.245  -1.497
H  2.070  3.762  -2.691
H  0.849  2.725  -3.418
H  1.385  2.414  -1.762
H  0.393  5.662  -3.425
H  -1.228  5.710  -2.736
H  -0.793  4.452  -3.895
H  1.735  5.443  -1.383
H  1.152  4.448  -0.041
H  0.241  5.876  -0.559
H  -4.166  3.450  -0.128
H  -3.857  4.082  1.488
H  -3.151  2.533  1.006
H  -3.185  5.482  -1.347
H  -1.756  6.263  -0.673
H  -3.227  6.149  0.283
H  -0.820  3.636  1.777
H  -1.986  4.870  2.256
H  -0.575  5.323  1.304
H  -2.851  4.125  -3.411
H  -4.088  3.721  -2.224
H  -3.908  2.742  -3.673
H  -1.059  2.333  -3.949
H  -2.161  0.963  -3.838
H  -0.746  1.044  -2.772
H  -4.099  1.626  -1.021
H  -2.587  0.742  -0.744
H  -3.508  0.497  -2.234
S  -0.516  -1.353  -0.278
Sb  1.502  -1.748  -1.234
C  2.995  -2.591  -0.016
C  2.550  -3.517  0.922
C  3.462  -4.113  1.781
C  4.808  -3.776  1.710
C  5.250  -2.857  0.770
C  4.342  -2.261  -0.097
C  2.198  -0.669  -2.894
C  3.324  0.135  -2.861
C  3.692  0.852  -3.991
C  2.929  0.766  -5.145
C  1.804  -0.048  -5.180
C  1.436  -0.771  -4.055
C  1.035  -3.583  -2.262
C  -0.255  -3.809  -2.740
C  -0.581  -5.014  -3.345
C  0.373  -6.017  -3.464
C  1.657  -5.805  -2.987
C  1.986  -4.591  -2.395
H  1.494  -3.755  0.995
H  3.116  -4.826  2.519
H  5.514  -4.223  2.399
H  6.298  -2.589  0.719
H  4.693  -1.541  -0.826
H  3.907  0.221  -1.960
H  4.566  1.490  -3.956
H  3.207  1.340  -6.020
H  1.208  -0.117  -6.081
H  0.555  -1.401  -4.085
H  -1.016  -3.047  -2.611
H  -1.587  -5.177  -3.713
H  0.111  -6.964  -3.919
H  2.404  -6.585  -3.068
H  2.994  -4.439  -2.027

Atomic partial charges in e from the Mulliken method, atoms 1 to 5: number 1, Mg, carries 2.06; number 2, Cl, carries -0.27; number 3, C, carries 0.33; number 4, C, carries -0.88; number 5, C, carries 0.06

---

4.
Here is a molecular structure, C50H60AsClCrN2O7S2Te at a distorted geometry from the OMol25 dataset. Energies are from wB97M-V/def2-TZVPD.

Results
- E: -200877.4155 eV
- 2S+1: 3
- LUMO level (alpha / beta): 2.63 / 3.41 eV
- Kohn-Sham gap (alpha / beta): 5.7 / 6.6 eV
- ⟨S²⟩: 2.373
- Charge: -2

Positions of all 125 atoms, in Å:
Cr  -12.963  -19.706  10.387
S  -12.466  -21.861  9.530
C  -12.499  -23.017  10.851
C  -11.853  -24.247  10.745
C  -11.872  -25.175  11.781
C  -12.607  -24.882  12.944
C  -13.261  -23.663  13.053
C  -13.123  -22.688  12.085
S  -13.588  -21.013  12.450
H  -11.290  -24.474  9.857
H  -11.340  -26.106  11.642
H  -12.714  -25.631  13.739
H  -13.771  -23.343  14.004
O  -14.321  -18.424  10.234
H  -15.962  -17.939  9.219
H  -14.518  -18.181  11.155
O  -12.916  -16.249  8.440
H  -12.615  -17.210  8.448
H  -13.597  -16.344  7.745
O  -13.793  -18.619  3.720
Cl  -13.998  -17.301  4.270
O  -12.784  -16.517  4.175
O  -15.062  -16.593  3.571
O  -14.334  -17.294  5.649
C  -10.202  -17.232  9.735
C  -11.255  -18.322  9.977
O  -11.541  -18.678  11.266
N  -11.825  -18.960  9.029
Te  -11.665  -15.090  11.768
C  -11.539  -13.276  12.953
C  -11.870  -12.040  12.410
C  -12.276  -11.914  10.963
C  -12.002  -10.933  13.262
C  -11.781  -11.039  14.608
C  -12.194  -9.870  15.506
C  -11.288  -12.220  15.099
C  -11.205  -13.350  14.310
C  -10.730  -14.629  14.995
C  -13.088  -16.124  12.850
C  -12.762  -17.294  13.542
C  -11.377  -17.848  13.789
C  -13.783  -17.982  14.184
C  -15.106  -17.532  14.148
C  -16.210  -18.308  14.814
C  -15.407  -16.433  13.321
C  -14.398  -15.740  12.631
C  -14.765  -14.537  11.848
H  -9.321  -17.598  9.149
H  -9.929  -16.797  10.711
H  -10.600  -16.368  9.165
H  -11.434  -12.224  10.339
H  -12.574  -10.880  10.751
H  -13.132  -12.510  10.679
H  -12.351  -9.980  12.863
H  -13.156  -9.428  15.249
H  -11.420  -9.088  15.490
H  -12.222  -10.236  16.546
H  -11.042  -12.351  16.158
H  -10.535  -14.460  16.101
H  -9.795  -14.913  14.535
H  -11.448  -15.450  14.893
H  -10.606  -17.050  13.678
H  -11.152  -18.750  13.245
H  -11.475  -18.232  14.820
H  -13.571  -18.941  14.675
H  -17.094  -17.762  15.164
H  -15.805  -18.923  15.629
H  -16.621  -19.075  14.095
H  -16.471  -16.082  13.195
H  -15.882  -14.458  11.794
H  -14.436  -14.688  10.856
H  -14.362  -13.608  12.300
C  -21.337  -13.773  4.967
C  -20.398  -14.292  5.997
C  -20.934  -14.744  7.186
C  -20.118  -15.323  8.165
C  -20.887  -15.925  9.343
C  -18.727  -15.355  7.988
As  -17.314  -15.879  9.276
N  -16.964  -17.650  8.918
C  -17.650  -18.672  8.196
C  -16.971  -19.817  7.779
C  -17.617  -20.781  7.036
C  -18.928  -20.615  6.656
C  -19.586  -19.463  7.028
C  -19.022  -18.513  7.848
C  -18.385  -15.845  11.015
C  -18.609  -16.945  11.886
C  -17.992  -18.282  11.687
C  -19.311  -16.727  13.024
C  -19.845  -15.511  13.400
C  -20.622  -15.352  14.685
C  -19.557  -14.429  12.561
C  -18.801  -14.596  11.419
C  -18.511  -13.331  10.631
C  -18.184  -14.904  6.784
C  -16.832  -15.113  6.231
C  -19.029  -14.353  5.798
H  -22.281  -14.317  4.865
H  -20.894  -13.734  3.981
H  -21.642  -12.755  5.276
H  -22.029  -14.676  7.350
H  -21.561  -16.692  9.003
H  -21.453  -15.095  9.856
H  -20.199  -16.379  10.029
H  -15.933  -19.946  8.002
H  -17.051  -21.648  6.710
H  -19.484  -21.303  6.026
H  -20.631  -19.287  6.781
H  -19.451  -17.625  8.161
H  -18.107  -18.916  12.581
H  -16.916  -18.170  11.474
H  -18.445  -18.796  10.830
H  -19.538  -17.585  13.615
H  -21.688  -15.309  14.405
H  -20.414  -14.422  15.152
H  -20.438  -16.182  15.409
H  -19.856  -13.455  12.789
H  -19.006  -12.484  11.120
H  -18.814  -13.396  9.609
H  -17.426  -13.129  10.599
H  -16.261  -15.895  6.764
H  -16.285  -14.177  6.317
H  -16.827  -15.375  5.180
H  -18.594  -14.121  4.833

Atomic partial charges in e from the Mulliken method, atoms 1 to 5: number 1, Cr, carries -0.05; number 2, S, carries -0.45; number 3, C, carries 0.15; number 4, C, carries -0.54; number 5, C, carries -0.47

---

What is the formula in the fourth record? C50H60AsClCrN2O7S2Te